(w)
Formula: C4H15N2O
Source: the Open Molecules 2025 dataset
Level of theory: ωB97M-V with the def2-TZVPD basis set

```
22
C4H15N2O, DFT ωB97M-V with the def2-TZVPD basis set
C -0.284 1.839 -1.140
C -0.422 0.691 -0.197
C -1.959 0.403 -0.055
C -2.409 -0.791 0.892
N -1.463 -2.064 0.944
N 0.289 -0.545 -0.750
H -0.707 2.771 -0.742
H 0.700 2.240 -1.364
H -0.796 1.792 -2.108
H 0.030 0.774 0.795
H -2.386 1.262 0.457
H -2.483 0.303 -0.994
H -3.365 -1.040 0.475
H -2.393 -0.339 1.884
H -2.112 -2.810 0.733
H -0.128 -1.414 -0.328
H -1.271 -2.015 1.939
H 0.176 -0.572 -1.758
H 1.260 -0.609 -0.430
H 5.930 -0.106 0.216
H 7.320 0.153 0.536
O 6.470 0.077 0.994
```

Total charge: +1
E_LUMO (eV): -3.19


(x)
Formula: C4H15N2O
Source: the Open Molecules 2025 dataset
Level of theory: ωB97M-V with the def2-TZVPD basis set

```
22
C4H15N2O, DFT ωB97M-V with the def2-TZVPD basis set
C -0.667 -1.259 -0.855
C -1.707 -0.210 -0.460
C -1.085 1.089 0.184
C 0.308 1.519 -0.344
N 0.484 1.569 -1.770
N 0.482 -1.562 0.076
H -0.152 -0.757 -1.679
H -1.000 -2.238 -1.242
H -2.178 0.065 -1.415
H -2.361 -0.651 0.323
H -0.971 0.802 1.249
H -1.854 1.861 0.205
H 0.498 2.481 0.154
H 1.133 0.980 0.125
H 1.294 2.177 -1.925
H -0.228 2.106 -2.258
H 1.057 -0.737 0.249
H 0.201 -1.966 0.968
H 1.097 -2.218 -0.407
H 1.294 -0.982 3.416
H 2.618 -0.899 2.829
O 1.733 -1.169 2.577
```

Total charge: +1
E_LUMO (eV): -3.13


We find (x) to be the most stable, with the next structure 5.7 kcal/mol higher.